Molecular formula: C33H55BrCl2IN3O4SSbSi3Ti
Method: DFT, the ωB97M-V functional and the def2-TZVPD basis

Values from the calculation:
- ΔE to the lowest compared entry with this formula, charge and spin (kcal per mole) = 15.9
- electronic energy (Ha) = -7903.478586
- HOMO energy (eV) = -15.74
- net charge = +3
- orbital gap (eV) = 7.4

The geometry in XYZ format:
```
105
Properties=species:S:1:pos:R:3:forces:R:3
Ti 0.5382 0.2609 0.5304 0.0 0.7 0.5
C -0.6614 4.3928 -0.8558 0.0 -0.1 0.0
C -0.7151 3.3869 -1.9639 -0.1 0.0 0.0
N -0.3710 3.8022 -3.1746 0.0 0.0 -0.1
C -0.2332 2.9198 -4.1604 0.0 0.0 0.1
C -0.3358 1.5494 -3.9773 0.0 0.0 0.0
C -0.0590 0.6139 -5.1227 0.0 0.0 0.0
O -1.1844 -0.2529 -5.2606 0.0 0.0 0.0
C -0.6766 1.0967 -2.6951 0.0 -0.1 0.1
C -0.5456 -0.3364 -2.4124 -0.1 0.1 -0.1
N -0.1087 -0.8435 -1.3183 0.2 0.0 0.2
C -0.1051 -2.2844 -1.2956 0.1 -0.2 0.1
C -1.3142 -2.9615 -1.4243 0.0 0.0 0.0
C -1.3552 -4.3457 -1.3912 0.0 0.0 0.0
C -0.1820 -5.0691 -1.2258 0.0 0.0 0.0
C 1.0321 -4.4044 -1.1168 -0.1 0.0 0.0
C 1.0714 -3.0156 -1.1558 0.1 0.1 0.1
I 2.9234 -2.0629 -1.1386 0.0 0.0 -0.1
C -0.9722 2.0356 -1.7069 0.1 0.1 -0.2
O -1.4369 1.6385 -0.4632 -0.2 -0.1 -0.2
H -0.6718 5.3958 -1.2707 0.0 0.0 0.0
H 0.2885 4.2599 -0.3315 0.0 0.0 0.0
H -1.4602 4.2712 -0.1248 0.1 0.0 0.0
H 0.0042 3.3264 -5.1369 0.0 0.0 0.0
H 0.8561 0.0403 -4.9355 0.0 0.0 0.0
H 0.0976 1.2008 -6.0289 0.0 0.0 0.0
H -1.0899 -0.7611 -6.0748 0.0 0.0 0.0
H -0.7630 -1.0122 -3.2376 0.0 0.0 0.0
H -2.2256 -2.3872 -1.5299 0.0 0.0 0.0
H -2.3027 -4.8575 -1.4901 0.0 0.0 0.0
H -0.2038 -6.1500 -1.2017 0.0 0.0 0.0
H 1.9537 -4.9628 -1.0279 0.0 0.0 0.0
O 5.1517 -0.8040 3.4040 0.0 0.0 0.0
C 3.9305 -0.8987 2.9056 0.0 0.0 0.0
C 3.0711 -1.9914 3.1822 0.1 0.0 0.0
C 1.8231 -2.0332 2.6334 -0.1 0.1 -0.1
N 1.4220 -1.0119 1.8387 0.0 -0.6 0.0
C 2.2265 -0.0223 1.5680 -0.1 -0.2 -0.1
Br 1.9414 1.7578 -0.7381 0.0 -0.1 -0.1
C 3.4992 0.1244 2.0613 -0.1 0.1 -0.1
H 5.3996 -1.5588 3.9566 0.0 0.0 0.0
H 3.4062 -2.8004 3.8184 0.0 0.0 0.0
H 1.1557 -2.8646 2.8088 0.0 0.0 0.0
H 4.1514 0.9450 1.7972 0.0 0.0 0.0
C -5.1713 -0.8513 1.1857 0.0 0.0 0.0
Si -4.7013 0.8953 1.6129 0.1 0.0 0.0
C -6.2204 1.9475 1.7735 0.0 0.0 0.0
C -3.5515 1.1494 3.0583 0.0 0.0 0.0
Sb -3.5168 1.9389 -0.5190 -0.1 0.1 0.1
Si -4.5423 0.9601 -2.7450 0.0 0.1 0.1
C -6.3132 0.9745 -2.1706 0.0 0.0 0.0
C -4.1339 2.2123 -4.0451 0.0 0.0 0.0
C -3.9974 -0.7672 -3.1161 0.0 0.0 0.0
Si -4.1439 4.5543 -0.6073 -0.1 -0.1 0.0
C -5.9847 4.4293 -0.8407 0.0 0.0 0.0
C -3.6819 5.2252 1.0706 0.0 0.0 0.0
C -3.4193 5.4249 -2.0788 0.1 0.0 0.0
H -5.2229 -1.4434 2.1025 0.0 0.0 0.0
H -4.4838 -1.3523 0.5074 0.0 0.0 0.0
H -6.1663 -0.8558 0.7370 0.0 0.0 0.0
H -6.8050 1.5255 2.5984 0.0 0.0 0.0
H -6.8576 1.9114 0.8895 0.0 0.0 0.0
H -6.0046 2.9851 2.0264 0.0 0.0 0.0
H -3.7594 0.4117 3.8370 0.0 0.0 0.0
H -3.7219 2.1421 3.4807 0.0 0.0 0.0
H -2.5039 1.0527 2.7793 0.0 0.0 0.0
H -6.6508 1.9287 -1.7667 0.0 0.0 0.0
H -6.4975 0.1907 -1.4339 0.0 0.0 0.0
H -6.9442 0.7551 -3.0379 0.0 0.0 0.0
H -4.6292 3.1674 -3.8632 0.0 0.0 0.0
H -4.4785 1.8377 -5.0132 0.0 0.0 0.0
H -3.0589 2.3813 -4.1234 0.0 0.0 0.0
H -4.1441 -1.4362 -2.2677 0.0 0.0 0.0
H -2.9758 -0.8262 -3.4856 0.0 0.0 0.0
H -4.6457 -1.1226 -3.9242 0.0 0.0 0.0
H -6.5140 3.8085 -0.1234 0.0 0.0 0.0
H -6.2477 4.1245 -1.8544 0.0 0.0 0.0
H -6.3622 5.4509 -0.7167 0.0 0.0 0.0
H -2.7494 4.8148 1.4600 0.0 0.0 0.0
H -4.4747 5.0281 1.7941 0.0 0.0 0.0
H -3.5647 6.3095 1.0002 0.0 0.0 0.0
H -4.2386 5.9252 -2.6006 0.0 0.0 0.0
H -2.9266 4.7695 -2.7949 0.0 0.0 0.0
H -2.7075 6.1916 -1.7770 0.0 0.0 0.0
Cl -1.7528 -1.0937 1.2723 0.0 0.0 0.0
C -1.4997 -2.8051 1.8059 -0.1 -0.1 0.2
Cl -3.0034 -3.6900 1.7989 0.1 0.0 -0.1
H -1.1340 -2.7532 2.8244 0.0 0.0 0.0
H -0.7961 -3.2548 1.1138 0.0 0.0 0.0
C 1.3785 5.0386 2.8080 0.0 0.0 0.0
C 1.4091 3.5960 2.3132 0.0 0.1 0.0
S -0.2204 2.8647 2.4781 0.1 0.1 0.1
O -0.0712 1.4038 1.9604 0.0 -0.1 -0.2
C -0.3258 2.6233 4.2594 0.0 0.0 0.0
C 0.7839 1.7754 4.8569 0.0 0.0 0.0
H 2.3513 5.4896 2.6189 0.0 0.0 0.0
H 1.1907 5.1105 3.8782 0.0 0.0 0.0
H 0.6312 5.6293 2.2773 0.0 0.0 0.0
H 2.1203 2.9681 2.8485 0.0 0.0 0.0
H 1.6276 3.5384 1.2473 0.0 0.0 0.1
H -1.3080 2.1754 4.4030 0.0 0.0 0.0
H -0.3629 3.6323 4.6757 0.0 0.0 0.0
H 0.5097 1.5185 5.8792 0.0 0.0 0.0
H 1.7321 2.3078 4.9020 0.0 0.0 0.0
H 0.9167 0.8476 4.2995 0.0 0.0 0.0
```
Forces are in eV/Å.


Molecular formula: C17H31NO9PS
Method: DFT, the ωB97M-V functional and the def2-TZVPD basis

Values from the calculation:
- ΔE to the lowest compared entry with this formula, charge and spin (kcal per mole) = 31.2
- electronic energy (Ha) = -2137.885853
- HOMO energy (eV) = -4.46
- net charge = -1
- orbital gap (eV) = 7.2

The geometry in XYZ format:
```
60
Properties=species:S:1:pos:R:3:forces:R:3
C -2.1079 -1.8953 1.0377 1.2 -0.2 -0.4
C -1.3637 -0.8189 1.8110 -1.1 -0.6 0.4
O -1.9065 -0.1903 2.6933 0.6 0.3 -0.4
O -0.0591 -0.6857 1.4601 -0.7 0.1 -0.2
C 0.3505 0.6633 1.1744 0.4 0.3 0.5
C -0.0263 1.1019 -0.2682 0.1 0.2 1.1
C -0.0009 -0.2014 -1.1238 -0.6 -1.5 -1.5
O -1.0226 -0.5051 -1.7895 -0.1 0.9 0.7
O 1.0201 -0.9110 -1.0843 0.8 0.7 0.4
C -1.4060 1.7912 -0.2624 -0.1 0.7 -0.8
C -1.9042 2.2292 -1.6830 -1.0 -0.9 0.5
C -3.2351 1.5174 -1.9835 -0.1 0.2 -0.3
C -3.6374 1.6510 -3.4535 -0.4 -0.7 0.2
N -2.7721 0.8427 -4.3361 -0.3 0.7 -0.4
C -1.4778 3.0396 0.6236 -0.9 -0.4 0.1
O -0.6101 4.1056 0.1704 0.6 -0.7 -0.2
S 0.9318 3.6722 0.1453 0.8 0.8 0.4
O 1.3743 3.4610 1.4907 -0.4 -0.8 0.4
O 1.6278 4.7261 -0.5181 -0.3 0.2 -1.0
C 1.0017 2.1478 -0.7915 0.0 0.4 -0.9
P 2.7658 1.4993 -0.8871 0.7 -1.8 2.1
C 4.0090 2.8311 -0.5751 0.0 0.4 -1.4
C 3.0909 0.8000 -2.5631 0.1 0.9 -0.2
H -1.5460 -2.0839 0.1184 -0.2 0.0 0.0
H -2.0880 -2.8474 1.5858 -0.3 0.5 0.0
H -3.1129 -1.5758 0.7697 0.0 0.0 0.4
H -0.0816 1.3075 1.9422 0.0 0.0 -0.2
H 1.4289 0.6950 1.3213 -0.1 -0.2 -0.2
H -2.1636 1.1067 0.1312 0.2 -0.1 0.1
H -1.2134 1.9594 -2.4807 0.0 0.1 0.1
H -2.1486 3.2969 -1.6865 0.5 0.0 -0.2
H -3.1768 0.4580 -1.7186 0.3 0.1 -0.2
H -4.0511 1.9277 -1.3677 0.2 0.2 0.0
H -3.6162 2.6929 -3.7918 0.1 0.0 0.1
H -4.6810 1.3062 -3.5478 0.0 0.3 0.0
H -2.8680 1.2432 -5.2645 0.2 -0.2 -0.1
H -3.1472 -0.0949 -4.4155 0.2 -0.1 0.3
H -1.3545 2.8503 1.6932 0.4 0.1 -0.1
H -2.4929 3.4303 0.5060 0.2 0.2 0.0
H 0.7077 2.4347 -1.8089 -0.1 0.2 0.2
H 3.8861 3.7008 -1.2309 0.0 0.1 0.4
H 4.0675 3.1097 0.4746 -0.3 0.0 -0.1
H 4.9794 2.3953 -0.8454 -0.2 -0.2 0.1
H 3.7976 -0.0178 -2.4135 -0.1 0.0 0.1
H 3.5648 1.5204 -3.2430 -0.3 -0.1 -0.1
H 2.1784 0.3768 -2.9833 0.0 0.1 0.1
O -0.9302 -4.6724 1.2112 -0.2 -0.4 0.2
C 0.1194 -4.6205 1.7863 0.5 0.4 -0.4
O 0.1475 -4.7860 3.1279 -0.4 -0.3 0.2
C 1.3552 -4.9200 3.8730 0.2 0.2 0.1
C 1.9326 -3.5682 4.2413 0.0 0.1 -0.1
C 1.3907 -4.2728 1.0540 0.3 -0.4 0.0
H 2.0734 -5.5487 3.3433 0.0 0.1 -0.1
H 1.0826 -5.4586 4.7809 -0.2 0.0 -0.1
H 2.2044 -2.9932 3.3561 0.0 0.0 0.0
H 2.8221 -3.6875 4.8624 0.0 0.0 0.0
H 1.1966 -2.9801 4.7900 0.0 -0.1 0.0
H 1.4689 -3.1861 0.9728 -0.1 0.0 -0.1
H 1.3336 -4.6965 0.0544 -0.2 0.2 -0.1
H 2.2924 -4.6732 1.5148 0.0 0.2 0.1
```
Forces are in eV/Å.


Molecular formula: C4H3LiO2Sr
Method: DFT, the ωB97M-V functional and the def2-TZVPD basis

Values from the calculation:
- electronic energy (Ha) = -342.332039
- HOMO energy (eV) = -15.46
- net charge = +2
- orbital gap (eV) = 6.1

The geometry in XYZ format:
```
11
Properties=species:S:1:pos:R:3:forces:R:3
Sr -1.4943 -2.0243 -2.8053 0.4 0.5 0.7
O -0.2258 -1.2102 -1.0224 -0.2 -1.5 -1.6
C -0.4940 -0.3591 0.0269 0.3 0.8 2.4
H -0.8356 1.6785 -1.0471 -0.4 0.0 0.4
H -1.2305 -0.7713 0.7333 -0.1 0.3 -0.3
C 0.3848 1.5205 0.7884 -2.1 0.7 0.7
C -0.5347 1.1031 -0.1681 2.1 0.6 0.1
C 0.8261 0.2097 1.1175 -0.1 -2.4 -2.7
O 1.8156 -0.4526 1.3096 -0.5 0.2 0.2
Li 1.3101 -2.1342 -0.2960 0.3 0.7 0.7
H 0.4782 2.4399 1.3632 0.4 0.1 -0.6
```
Forces are in eV/Å.